1.
16
Properties=species:S:1:pos:R:3:forces:R:3 method="wB97M-V/def2-TZVPD" homo_energy_ev=-9.1897 e_above_lowest_kcal_mol=23.4 smiles=CCN.O.O homo_lumo_gap_ev=9.9 spin_multiplicity=1 total_energy_ev=-7836.911
C -1.016 1.567 0.622 -0.7800 1.3907 -0.4342
C -1.902 1.163 -0.581 0.5899 -0.2650 1.5635
N -1.052 0.875 -1.729 -0.2889 -0.3194 0.3593
H -0.782 0.726 1.261 0.8670 -0.1587 -0.3189
H -1.504 2.280 1.295 -0.5005 -0.1582 -0.1157
H -0.225 2.207 0.213 0.6456 -0.7025 0.4231
H -2.645 1.946 -0.750 -0.1410 -0.1375 -0.1381
H -2.348 0.242 -0.204 -0.6347 -0.0002 -0.6484
H -0.324 1.564 -1.761 0.3760 0.3111 -0.2422
H -1.586 0.945 -2.573 -0.1196 -0.0267 -0.4876
O -1.092 -2.427 -0.030 -0.0043 -0.1196 0.5783
H -1.017 -2.634 -0.962 0.0865 -0.1028 -0.1202
H -0.891 -3.237 0.464 -0.0880 0.2831 -0.4120
O 4.561 -0.700 1.438 1.3453 0.5203 -0.3497
H 4.573 -0.307 2.307 -0.1607 0.0676 0.3237
H 3.752 -1.164 1.343 -1.1926 -0.5819 0.0191

---

2.
49
Properties=species:S:1:pos:R:3:forces:R:3 method="wB97M-V/def2-TZVPD" homo_energy_ev=-10.8926 e_above_lowest_kcal_mol=12.6 homo_lumo_gap_ev=7.4 spin_multiplicity=1 total_energy_ev=-27202.942 total_charge=+1
C 6.062 -1.618 0.977 -0.5858 0.4487 0.3315
O 5.446 -0.465 1.607 -0.7371 0.2888 -0.4636
C 4.136 -0.178 1.353 -0.3682 -0.1778 -0.1212
C 3.280 -1.019 0.591 1.2130 0.3122 0.6254
C 1.955 -0.672 0.437 0.3258 -0.2477 -0.5009
C 1.411 0.531 0.854 0.7725 0.0789 -0.6816
C 0.028 0.806 0.387 -0.6712 1.3969 2.1780
C -0.973 -0.098 0.902 -0.7098 -1.1556 -0.5586
C -2.410 0.205 0.979 0.3887 -1.0123 0.1348
C -3.181 1.347 0.790 -0.6125 -0.0864 -0.2577
C -4.581 1.227 0.897 0.7807 0.0725 0.0273
C -5.201 0.004 1.201 0.5735 -0.6889 0.2909
C -4.421 -1.154 1.421 -1.0550 0.5393 -0.3329
C -3.052 -1.015 1.332 0.3764 0.4543 -0.4492
N -2.090 -2.003 1.481 0.9358 0.8623 0.1241
C -2.381 -3.376 1.831 0.3117 -0.6000 0.1626
C -0.844 -1.467 1.277 -1.3895 0.7176 0.0485
C 2.266 1.369 1.611 0.2341 0.4286 -0.0790
C 3.590 1.028 1.896 0.4612 -0.9647 -0.6146
H 7.095 -1.592 1.327 -0.2415 -0.1490 -0.1063
H 5.538 -2.521 1.322 0.3347 0.0999 -0.1642
H 6.029 -1.543 -0.121 -0.0169 0.0242 0.3503
H 3.695 -1.904 0.103 -0.3400 0.2009 0.3232
H 1.315 -1.351 -0.094 -0.0617 -0.2387 -0.4274
H -0.319 1.841 0.583 0.4752 -0.4384 -0.6488
H -2.688 2.291 0.526 -0.4516 -0.2930 0.1508
H -5.192 2.105 0.729 -0.0067 -0.0449 0.0697
H -6.289 -0.051 1.304 0.4652 0.0238 -0.1739
H -4.864 -2.147 1.570 -0.0148 0.6793 0.1438
H -3.454 -3.558 1.855 0.1605 0.1407 -0.2101
H -1.916 -4.033 1.093 -0.1848 -0.0351 0.0660
H -2.006 -3.658 2.818 0.1011 0.2664 -0.0488
H 0.015 -2.066 1.553 0.0030 0.1337 -0.3863
H 1.935 2.328 2.003 -0.2097 -0.1382 -0.1872
H 4.290 1.674 2.450 -0.7180 -0.2839 -0.2140
C -0.976 1.790 -3.721 -0.2463 -0.3796 -0.4561
C 0.527 2.060 -3.691 0.3738 -0.2876 -0.5235
C 1.051 1.541 -2.348 0.7993 0.7010 0.6728
N -0.068 0.875 -1.626 0.6336 -1.6932 0.1081
C -1.328 1.082 -2.406 -1.0608 0.3317 0.6865
H -1.563 2.688 -3.912 0.0403 0.0126 0.4117
H -1.212 1.139 -4.569 0.0374 -0.0173 0.1948
H 1.006 1.527 -4.515 -0.0037 -0.0600 0.1702
H 0.765 3.104 -3.882 -0.0155 0.0710 0.3746
H 1.920 0.856 -2.456 -0.6860 0.4214 0.1778
H 1.358 2.369 -1.698 0.1858 -0.0913 -0.2175
H 0.124 -0.121 -1.668 -0.0207 -0.0699 -0.0312
H -1.973 1.703 -1.773 -0.0483 -0.1533 -0.2625
H -1.856 0.119 -2.579 0.4728 0.6003 0.2937